This record from OMol25 describes C17H34CoN4OPS3Sb as an isolated structure. The level of theory is ωB97M-V/def2-TZVPD.

Geometry as ORCA input:
```
! RIJCOSX wB97M-V def2-TZVPD def2/J DEFGRID3
* xyz -1 3
Co -0.37038 -0.40630 0.15307
S -2.29995 -4.32323 -1.21982
Sb -2.13588 -3.06051 0.72419
S 0.19441 -2.55388 1.02560
S -2.58775 -0.63389 -0.00411
C -0.61421 2.88555 -0.87127
C -1.10698 3.39631 0.49368
C -0.79538 4.89386 0.60456
C -2.63224 3.21600 0.47184
P -0.41015 2.31674 1.85028
N -0.43247 0.80416 1.50947
C -1.41162 2.57321 3.42547
C -0.62255 1.92076 4.57252
C -1.74635 4.01014 3.83374
C -2.71888 1.76539 3.30409
C 1.38526 2.82119 2.16680
C 2.09597 1.66365 2.89526
C 1.60936 4.11863 2.94871
C 2.09643 2.94279 0.80874
H -1.20359 3.38943 -1.64231
H -0.77126 1.80589 -0.99284
H 0.43373 3.09614 -1.06227
H -1.34360 5.41654 -0.18603
H 0.26019 5.11506 0.46231
H -1.10584 5.32841 1.55280
H -3.00748 3.66332 -0.45260
H -3.12458 3.72009 1.30072
H -2.91965 2.16458 0.48014
H 0.24483 2.50507 4.87175
H -0.29932 0.91385 4.31421
H -1.28593 1.85440 5.43871
H -0.86882 4.64938 3.92898
H -2.23453 3.98519 4.81332
H -2.44246 4.48887 3.14587
H -2.57823 0.84731 2.73532
H -3.51934 2.33748 2.84312
H -3.05014 1.49762 4.31097
H 1.91762 1.67358 3.96694
H 3.17190 1.78012 2.74024
H 1.78926 0.69755 2.50119
H 1.27563 4.04570 3.98171
H 1.12769 4.98560 2.49870
H 2.68458 4.32254 2.97351
H 1.93985 2.05971 0.18900
H 3.16886 3.02522 1.00391
H 1.80253 3.83140 0.25407
C 3.73739 -1.97123 -1.80846
N 2.34624 -1.88808 -2.21034
C 1.78167 -2.78424 -3.07214
C 0.47469 -2.76650 -3.36569
C -0.34080 -1.78971 -2.69618
N 0.19956 -0.99140 -1.78892
C 1.54013 -0.99442 -1.54014
O 1.99558 -0.22418 -0.70205
N -1.64701 -1.67385 -2.96721
H 4.24793 -2.64480 -2.49362
H 3.81110 -2.34854 -0.78959
H 4.19162 -0.98346 -1.84895
H 2.45672 -3.51509 -3.49699
H 0.03020 -3.49397 -4.02311
H -2.09503 -2.55738 -3.19816
H -2.16445 -1.17079 -2.23448
*
```

The LUMO energy (spin up / spin down) is 1.66 / 2.53 eV. Its energy relative to the best compared isomer or geometry (same formula, charge and spin) is 0.0 kcal/mol. The expectation value of S² is 2.460. Its HOMO energy (spin up / spin down) is -3.47 / -3.51 eV. The HOMO-LUMO gap (spin up / spin down) is 5.131 / 6.047 eV.